Record 1
14 unconnected molecules or ions with the total composition C2H32NO14 in a non-equilibrium geometry. Source: the Open Molecules 2025 dataset; level of theory: the ωB97M-V functional and the def2-TZVPD basis.

Each line ends with the Mulliken charge.
Element x y z (Å)
O1 -0.779 -1.082 3.624  -0.77
O2 -1.641 -2.381 1.464  -0.75
O3 -2.309 2.327 -0.189  -0.77
O4 0.252 -3.686 -0.028  -0.75
O5 0.272 0.121 -1.822  -1.16
O6 -0.234 2.869 1.534  -0.81
O7 1.097 -2.455 -2.336  -0.89
O8 1.375 3.302 -0.645  -0.85
O9 3.530 -1.644 -1.485  -0.78
O10 3.556 0.111 2.051  -0.72
O11 2.540 0.957 -1.479  -0.95
O12 -3.619 0.284 1.174  -0.79
O13 -0.559 2.646 -2.446  -0.89
O14 1.070 0.802 2.926  -0.87
N1 -1.792 -0.261 -0.735  -0.28
C1 -0.322 -0.157 -0.593  0.62
C2 -2.174 -1.199 -1.796  -1.05
H1 2.669 0.227 2.423  0.48
H2 -1.807 -2.198 -1.554  0.26
H3 0.692 -1.547 -2.332  0.30
H4 0.358 3.146 0.777  0.49
H5 1.521 0.541 -1.657  0.47
H6 -0.951 -1.630 2.800  0.45
H7 1.079 -3.679 0.477  0.31
H8 3.548 0.571 1.194  0.30
H9 -1.317 2.787 -1.851  0.39
H10 0.291 2.172 1.983  0.33
H11 -2.922 1.771 0.329  0.35
H12 -1.003 -2.913 0.922  0.58
H13 3.672 -1.656 -0.524  0.34
H14 0.027 -1.119 -0.203  0.13
H15 -1.618 -0.651 3.792  0.28
H16 -2.994 -0.320 0.722  0.30
H17 1.873 2.465 -0.769  0.43
H18 0.661 3.176 -1.310  0.50
H19 -3.264 -1.227 -1.865  0.40
H20 2.037 -2.264 -2.124  0.53
H21 -1.612 2.529 0.484  0.43
H22 -2.129 0.670 -0.962  0.54
H23 2.887 1.262 -2.330  0.25
H24 -0.285 1.702 -2.304  0.46
H25 -3.312 0.331 2.086  0.30
H26 3.184 -0.724 -1.570  0.42
H27 -0.120 0.656 0.113  -0.17
H28 1.330 1.169 3.779  0.29
H29 -1.921 -1.691 0.829  0.17
H30 -1.766 -0.908 -2.765  0.31
H31 0.402 0.086 3.097  0.46
H32 0.528 -3.286 -0.910  0.39

Results
net charge	-1
HOMO energy	-6.36	eV
largest force on an atom	0.0215	hartree/bohr
ΔE to the lowest compared entry with this formula, charge and spin	0.0	kJ/mol
HOMO-LUMO gap	0.328	Eh

Record 2
18 unconnected molecules or ions with the total composition C2H34F6NO21S2 in a non-equilibrium geometry. Source: the Open Molecules 2025 dataset; level of theory: the ωB97M-V functional and the def2-TZVPD basis.

Each line ends with the Mulliken charge.
Element x y z (Å)
S1 1.676 0.368 0.558  0.95
S2 -0.627 -0.826 0.164  0.94
F1 2.618 1.548 2.827  -0.19
F2 -2.645 -2.550 0.793  -0.24
F3 3.662 2.084 1.044  -0.23
F4 -1.284 -1.891 2.446  -0.20
F5 -2.915 -0.644 1.743  -0.21
F6 1.669 2.990 1.496  -0.22
O1 0.193 0.145 5.319  -0.64
O2 -1.346 -0.046 -0.803  -0.58
O3 -5.450 2.178 -4.311  -0.64
O4 -8.851 -0.167 2.346  -0.64
O5 4.707 3.031 -5.033  -0.64
O6 -6.269 -3.536 -3.229  -0.64
O7 -2.698 -1.442 -5.602  -0.64
O8 1.215 0.062 -5.966  -0.64
O9 3.905 7.454 -1.903  -0.64
O10 -3.299 3.167 1.060  -0.64
O11 9.934 2.185 0.654  -0.64
O12 1.498 0.964 -0.783  -0.64
O13 2.563 -0.772 0.664  -0.61
O14 -1.956 -7.011 4.952  -0.64
O15 1.958 -4.984 2.504  -0.62
O16 -3.576 -7.986 0.841  -0.63
O17 0.904 4.073 -4.846  -0.63
O18 2.447 8.793 2.137  -0.63
O19 6.843 -3.658 -0.247  -0.65
O20 -2.803 -2.394 7.864  -0.64
O21 -0.026 -2.090 -0.255  -0.62
N1 0.299 0.186 1.214  -0.32
C1 2.423 1.849 1.601  0.57
C2 -1.964 -1.508 1.403  0.60
H1 4.898 3.891 -4.658  0.31
H2 1.584 0.312 -5.119  0.32
H3 -1.278 -7.456 5.461  0.32
H4 4.774 7.284 -2.266  0.32
H5 -5.589 1.925 -5.224  0.32
H6 -8.200 -0.349 1.669  0.33
H7 2.700 8.412 2.978  0.32
H8 -3.629 -8.244 -0.079  0.31
H9 -8.346 -0.123 3.158  0.32
H10 5.908 -3.472 -0.164  0.34
H11 0.043 0.129 4.373  0.33
H12 1.731 -5.590 1.799  0.31
H13 0.936 0.888 -6.360  0.32
H14 -1.808 -7.300 4.051  0.31
H15 1.153 -4.490 2.664  0.31
H16 3.978 7.211 -0.980  0.32
H17 -4.533 1.964 -4.140  0.32
H18 7.157 -3.026 -0.894  0.31
H19 3.781 3.073 -5.270  0.32
H20 -5.433 -3.077 -3.312  0.33
H21 -2.468 2.750 0.832  0.33
H22 -1.804 -1.213 -5.349  0.33
H23 -3.826 3.106 0.264  0.31
H24 3.015 9.556 2.038  0.32
H25 0.917 3.865 -3.912  0.33
H26 -3.509 -3.015 7.681  0.32
H27 9.336 2.086 -0.086  0.32
H28 -2.309 -2.345 7.046  0.32
H29 -0.197 0.970 5.609  0.31
H30 -6.032 -4.411 -2.921  0.31
H31 0.529 4.952 -4.891  0.30
H32 -2.593 -2.036 -6.344  0.31
H33 10.249 1.298 0.829  0.32
H34 -3.938 -7.100 0.863  0.32

Results
net charge	-1
HOMO energy	-6.82	eV
largest force on an atom	0.0743	hartree/bohr
ΔE to the lowest compared entry with this formula, charge and spin	311.4	kJ/mol
HOMO-LUMO gap	0.315	Eh

Record 3
14 unconnected molecules or ions with the total composition C2H34NO13S in a non-equilibrium geometry. Source: the Open Molecules 2025 dataset; level of theory: the ωB97M-V functional and the def2-TZVPD basis.

Each line ends with the Mulliken charge.
Element x y z (Å)
S1 -3.650 0.645 -1.594  -0.25
O1 0.625 3.382 -1.405  -0.71
O2 -3.066 1.467 3.249  -0.67
O3 2.063 -3.414 0.265  -0.67
O4 -2.915 -3.183 -0.613  -0.62
O5 0.658 1.225 -3.526  -0.74
O6 3.773 -0.934 -0.433  -0.56
O7 -1.356 3.045 0.572  -0.54
O8 2.779 1.918 -0.808  -0.75
O9 2.317 0.251 2.010  -0.54
O10 -0.024 2.558 3.416  -0.64
O11 -0.785 -1.231 3.083  -0.62
O12 2.452 -0.546 -2.853  -0.62
O13 -0.593 -3.385 1.252  -0.70
N1 -2.202 -0.838 0.770  -0.05
C1 -2.002 -0.206 -1.716  -0.50
C2 -1.385 -0.109 -0.334  0.37
H1 -0.449 2.789 2.565  0.33
H2 2.008 -2.693 -0.414  0.26
H3 -1.093 0.916 0.164  -0.08
H4 4.683 -0.657 -0.694  0.34
H5 -0.442 -1.211 3.948  0.28
H6 0.337 4.294 -1.281  0.27
H7 2.953 1.123 -1.478  0.31
H8 -3.099 2.063 2.511  0.28
H9 -0.805 3.110 -0.221  0.26
H10 -2.810 -3.607 -1.410  0.28
H11 0.269 -2.813 1.070  0.43
H12 2.753 -1.327 -3.262  0.27
H13 -2.173 1.614 3.596  0.36
H14 -0.544 -2.130 2.728  0.34
H15 3.184 0.372 2.462  0.30
H16 3.391 -0.955 -1.355  0.29
H17 -2.435 -3.731 0.022  0.28
H18 -0.523 -0.667 -0.558  -0.05
H19 2.253 1.377 -0.101  0.41
H20 -1.686 3.959 0.591  0.29
H21 -2.586 -0.153 1.373  0.41
H22 0.904 1.926 -2.768  0.43
H23 2.554 -0.328 1.246  0.24
H24 -2.144 -1.291 -2.074  0.22
H25 -1.270 0.154 -2.435  0.38
H26 1.697 -0.136 -3.302  0.36
H27 -2.985 -1.533 0.379  0.49
H28 3.037 -3.492 0.373  0.33
H29 -3.564 1.298 -2.856  0.18
H30 -0.207 -4.307 1.282  0.29
H31 -1.538 -1.499 1.289  0.02
H32 0.901 2.418 3.113  0.29
H33 1.585 3.158 -1.447  0.35
H34 1.155 1.315 -4.389  0.32

Results
net charge	+1
HOMO energy	-11.95	eV
largest force on an atom	0.0832	hartree/bohr
ΔE to the lowest compared entry with this formula, charge and spin	174.7	kJ/mol
HOMO-LUMO gap	0.335	Eh

Record 4
14 unconnected molecules or ions with the total composition C2H34NO14 in a non-equilibrium geometry. Source: the Open Molecules 2025 dataset; level of theory: the ωB97M-V functional and the def2-TZVPD basis.

Each line ends with the Mulliken charge.
Element x y z (Å)
O1 -0.735 3.754 -1.169  -0.66
O2 0.320 0.593 1.856  -0.65
O3 2.391 -1.078 1.418  -0.68
O4 -1.557 -0.669 -2.164  -0.62
O5 1.087 2.481 -2.593  -0.62
O6 -0.648 -1.636 3.881  -0.61
O7 0.390 -2.484 -2.654  -0.67
O8 3.597 0.913 -2.481  -0.69
O9 -3.400 -2.196 1.941  -0.62
O10 -0.943 3.118 2.460  -0.58
O11 2.862 -1.740 -2.758  -0.73
O12 0.965 -3.443 1.106  -0.69
O13 1.384 3.830 1.201  -0.63
O14 -1.618 -3.894 0.654  -0.69
N1 -2.495 1.244 -0.521  0.02
C1 -0.285 0.504 0.598  0.60
C2 -1.800 0.617 0.697  -0.69
H1 -1.173 -1.701 4.692  0.30
H2 1.955 4.508 1.604  0.26
H3 -0.659 4.636 -1.517  0.28
H4 3.176 -2.059 -1.911  0.32
H5 1.305 -2.128 -2.633  0.43
H6 -1.667 -4.858 0.589  0.28
H7 0.047 -0.405 0.128  0.02
H8 -3.982 -1.846 1.279  0.26
H9 0.459 -2.916 -3.511  0.29
H10 -2.104 1.200 1.554  0.54
H11 -2.175 -0.392 0.900  0.11
H12 -0.794 -2.487 3.449  0.28
H13 -0.527 3.111 -1.852  0.33
H14 -3.090 -3.094 1.666  0.34
H15 -3.506 1.296 -0.333  0.41
H16 3.529 1.707 -1.884  0.32
H17 -2.306 0.569 -1.309  0.38
H18 -0.781 -1.242 -1.975  0.37
H19 -0.067 -0.036 2.494  0.29
H20 -0.968 3.415 3.369  0.31
H21 -2.027 -0.996 -2.939  0.23
H22 1.797 -0.351 1.609  0.44
H23 0.935 -3.700 0.186  0.37
H24 -2.060 2.174 -0.597  0.24
H25 1.518 -2.649 1.036  0.32
H26 1.367 1.637 -2.228  0.32
H27 0.876 4.139 0.445  0.30
H28 3.044 -1.110 2.113  0.24
H29 2.939 -0.781 -2.782  0.40
H30 -0.657 -3.602 0.896  0.47
H31 1.630 2.581 -3.388  0.31
H32 -0.059 3.448 2.134  0.36
H33 0.056 1.390 0.036  -0.20
H34 4.455 0.627 -2.794  0.29

Results
net charge	+1
HOMO energy	-12.97	eV
largest force on an atom	0.0439	hartree/bohr
ΔE to the lowest compared entry with this formula, charge and spin	0.0	kJ/mol
HOMO-LUMO gap	0.385	Eh

Record 5
18 unconnected molecules or ions with the total composition C2H37O19 in a non-equilibrium geometry. Source: the Open Molecules 2025 dataset; level of theory: the ωB97M-V functional and the def2-TZVPD basis.

Each line ends with the Mulliken charge.
Element x y z (Å)
O1 3.296 1.996 0.614  -0.63
O2 0.772 3.521 1.442  -0.77
O3 0.039 -3.328 0.408  -0.82
O4 -2.396 -2.253 -0.335  -0.60
O5 -2.333 -1.938 -3.587  -0.67
O6 1.509 -0.382 4.697  -0.67
O7 0.111 -2.895 2.974  -0.69
O8 1.811 -1.721 -3.971  -0.62
O9 0.996 1.545 2.854  -0.59
O10 0.096 -3.120 -2.415  -0.53
O11 -0.604 2.162 -4.207  -0.66
O12 -0.800 3.271 -0.783  -0.76
O13 0.457 -0.603 0.611  -0.14
O14 -1.119 -0.544 3.140  -0.78
O15 2.373 1.490 -2.511  -0.73
O16 2.774 -1.271 1.833  -0.71
O17 -3.340 2.575 -0.289  -0.69
O18 0.902 1.235 -0.490  -0.23
O19 -3.904 0.197 1.828  -0.62
C1 0.261 0.153 -0.363  0.03
C2 -0.595 -0.095 -1.581  1.84
H1 -3.284 3.317 -0.957  0.29
H2 -0.162 -2.372 3.717  0.31
H3 -1.407 -1.833 -3.470  0.32
H4 1.246 0.430 4.224  0.45
H5 2.029 -0.624 1.582  0.29
H6 2.551 -2.016 1.267  0.38
H7 1.627 1.570 -1.853  0.36
H8 2.310 0.625 -2.927  0.30
H9 0.959 -1.422 -4.268  0.31
H10 -1.215 1.728 -3.559  0.43
H11 -2.360 -1.421 0.074  0.32
H12 -0.841 -2.896 0.359  0.41
H13 2.427 1.743 0.317  0.16
H14 0.004 -3.069 -1.415  0.31
H15 3.363 1.623 1.525  0.41
H16 -3.357 -2.474 -0.288  0.28
H17 1.438 3.291 0.795  0.32
H18 -0.006 3.477 0.856  0.46
H19 1.381 2.376 3.116  0.23
H20 -0.140 -4.035 -2.459  0.28
H21 0.597 -2.709 0.845  0.21
H22 -4.185 0.713 1.093  0.32
H23 1.730 -2.638 -3.703  0.30
H24 -2.366 2.367 -0.141  0.39
H25 -0.377 0.629 -2.354  -1.63
H26 2.410 -0.536 4.302  0.30
H27 -0.569 -0.900 2.442  0.52
H28 -2.655 -2.416 -2.830  0.30
H29 0.006 2.710 -0.910  0.44
H30 0.990 -2.396 2.890  0.42
H31 -0.349 -1.040 -1.971  -1.10
H32 0.188 1.642 -3.979  0.34
H33 1.003 1.499 1.919  0.22
H34 -1.646 0.042 -1.288  0.56
H35 -0.423 4.158 -0.867  0.26
H36 -3.107 0.649 2.122  0.29
H37 -0.956 0.374 3.170  0.28

Results
net charge	-1
HOMO energy	-7.75	eV
largest force on an atom	0.0556	hartree/bohr
HOMO-LUMO gap	0.369	Eh

Record 6
A single C2H3BF2O molecule in a non-equilibrium geometry. Source: the Open Molecules 2025 dataset; level of theory: the ωB97M-V functional and the def2-TZVPD basis.

Each line ends with the Mulliken charge.
Element x y z (Å)
F1 -2.546 1.034 0.213  -0.23
F2 -0.287 -1.594 -0.183  -0.23
O1 0.566 0.463 -0.091  -0.55
C1 -0.602 -0.303 -0.147  0.62
C2 -2.034 -0.171 -0.087  -0.35
B1 2.160 0.532 0.030  0.36
H1 -2.435 -1.147 0.039  0.36
H2 2.799 -0.480 -0.210  0.01
H3 2.380 1.667 0.437  0.01

Results
SMILES	BO/C(F)=C\F
HOMO energy	-8.79	eV
largest force on an atom	0.1376	hartree/bohr
ΔE to the lowest compared entry with this formula, charge and spin	407.9	kJ/mol
HOMO-LUMO gap	0.310	Eh